Entry 1:
{
  "formula": "C40H24BrCrF5IO4S",
  "method": "ωB97M-V/def2-TZVPD",
  "spin_multiplicity": 4,
  "molar_mass_g_mol": 954.49,
  "total_charge": -2,
  "max_force_ev_per_a": 0.5,
  "orbital_gap_ev": [4.6070, 4.5971],
  "species": ["I", "Br", "Cr", "S", "F", "F", "F", "F", "F", "O", "O", "O", "O", "C", "C", "C", "C", "C", "C", "C", "C", "C", "C", "C", "C", "C", "C", "C", "C", "C", "C", "C", "C", "C", "C", "C", "C", "C", "C", "C", "C", "C", "C", "C", "C", "C", "C", "C", "C", "C", "C", "C", "C", "H", "H", "H", "H", "H", "H", "H", "H", "H", "H", "H", "H", "H", "H", "H", "H", "H", "H", "H", "H", "H", "H", "H", "H"],
  "xyz": [[-5.473955, -3.160165, -2.816704], [-4.457021, -0.673544, -6.866227], [0.566060, 0.511051, -0.676843], [2.389584, 2.206475, -0.841402], [4.705531, 3.848962, 0.033481], [3.267539, -0.650118, -0.161890], [7.468382, 0.410291, 1.619506], [5.567839, -1.423713, 0.947907], [7.001962, 3.048584, 1.139380], [-0.624308, 1.579743, -1.381265], [-1.957277, 3.275643, -1.843553], [1.297295, -2.105339, -3.646919], [1.231170, -0.680064, -1.950732], [-1.439912, -3.406647, -0.210612], [3.434974, 0.108757, 3.574906], [-1.696952, -0.015268, -3.686152], [1.426214, -1.355356, 2.341184], [-2.459504, -0.537295, -4.883960], [0.695298, -1.605790, -2.719200], [-2.505047, -3.514470, -3.213248], [-4.011347, 1.372698, -4.906396], [-3.091208, -1.413818, -1.946997], [-3.072403, -1.643358, -0.345946], [-2.004842, -0.735165, 0.247718], [-3.516124, 0.112634, -5.377095], [1.463867, 0.029376, 2.171654], [2.375868, -1.995717, 3.123506], [4.162202, 0.294179, 0.135022], [-0.952626, 3.892472, 4.785420], [-1.630248, 2.143111, -2.174287], [-3.456577, -2.655320, -2.688665], [-0.728044, -1.007601, -0.035990], [-1.727945, -0.931332, -2.443491], [-0.619446, 1.652005, 5.563870], [-0.313070, 1.718944, 1.782911], [-0.438715, 1.221765, 4.258660], [3.385730, -1.270029, 3.741148], [4.875516, 2.534876, 0.236014], [-0.696637, -2.064158, -2.296508], [-3.305245, 1.951613, -3.881754], [-2.190872, 1.373947, -3.253658], [3.866899, 1.634641, -0.126586], [-1.158016, -3.262075, -3.057225], [-2.703942, -3.067197, -0.017911], [-0.499641, -2.351624, -0.724765], [-0.872884, 2.990218, 5.838387], [6.066700, 2.138434, 0.812068], [2.484743, 0.750171, 2.796804], [0.492922, 0.754320, 1.328031], [-0.496019, 2.120741, 3.190865], [6.309858, 0.801348, 1.058407], [5.345000, -0.123058, 0.713547], [-0.770960, 3.460344, 3.480724], [-1.454199, -0.205912, -1.714799], [-2.824781, -4.398049, -3.752923], [4.224131, 0.686130, 4.042106], [4.135486, -1.775337, 4.337759], [2.525724, 1.822759, 2.646772], [-4.067272, -1.402777, 0.030641], [-3.814780, -0.620814, -2.154483], [-0.257339, 0.173788, 4.057599], [-0.632820, 0.038770, -3.963706], [-0.418012, -3.919356, -3.494030], [-0.568540, 0.933450, 6.373686], [-2.134506, -1.474453, -5.316543], [-1.159036, 4.938337, 4.980637], [2.333482, -3.072037, 3.241717], [0.639560, -1.919558, 1.857679], [-3.620802, 2.915184, -3.498049], [-4.880996, 1.831380, -5.350817], [-3.456038, -3.764989, 0.331772], [0.530658, -2.690242, -0.590501], [-0.886669, 2.300452, 1.066002], [-0.836135, 4.164997, 2.659691], [-1.070555, -4.409963, -0.029793], [-1.013988, 3.323964, 6.859330], [-2.302952, 0.235139, 0.635111]],
  "forces_ev_per_angstrom": [[0.023, 0.005, -0.002], [-0.013, -0.012, -0.017], [-0.146, -0.175, 0.195], [-0.081, 0.043, -0.008], [0.011, 0.036, -0.001], [-0.106, -0.094, 0.004], [0.017, -0.012, 0.013], [-0.008, -0.036, 0.010], [0.009, 0.025, 0.003], [0.406, 0.167, -0.275], [-0.042, -0.030, 0.073], [-0.008, 0.041, 0.007], [-0.003, 0.085, 0.001], [0.003, 0.003, -0.009], [-0.022, -0.037, 0.019], [-0.033, 0.018, 0.053], [0.027, 0.015, 0.004], [0.010, -0.010, 0.000], [0.015, -0.120, 0.003], [0.010, 0.006, -0.008], [-0.006, 0.026, -0.003], [-0.002, 0.007, 0.013], [0.018, -0.043, -0.007], [0.000, 0.038, 0.018], [0.016, 0.023, 0.042], [0.026, -0.069, -0.060], [-0.005, -0.010, -0.006], [0.061, 0.107, -0.019], [-0.002, -0.010, 0.008], [-0.228, -0.024, -0.033], [-0.028, -0.003, 0.019], [0.033, -0.030, -0.043], [-0.018, 0.004, -0.033], [-0.011, 0.016, 0.017], [-0.095, 0.037, -0.053], [-0.006, -0.045, 0.017], [-0.003, 0.049, 0.013], [-0.018, -0.054, 0.008], [-0.002, 0.055, 0.009], [-0.036, -0.053, -0.022], [0.101, -0.035, 0.064], [0.073, -0.037, 0.034], [-0.012, 0.007, -0.010], [-0.001, 0.031, 0.005], [-0.023, -0.007, 0.003], [0.015, -0.007, -0.031], [-0.010, 0.034, 0.014], [0.024, 0.037, -0.030], [0.060, -0.018, -0.002], [0.016, 0.056, 0.033], [0.005, 0.000, -0.002], [0.012, -0.015, -0.032], [-0.023, -0.002, -0.004], [0.010, 0.002, 0.010], [0.001, -0.001, 0.000], [0.004, 0.001, 0.002], [0.004, 0.000, -0.003], [-0.001, -0.006, 0.010], [-0.007, -0.004, -0.002], [0.000, -0.002, 0.005], [-0.019, 0.024, 0.020], [0.003, 0.014, -0.008], [-0.001, -0.012, 0.008], [0.000, -0.002, 0.000], [-0.002, 0.004, -0.005], [0.003, 0.002, -0.001], [-0.004, 0.000, -0.001], [-0.011, -0.018, -0.012], [-0.005, 0.005, -0.006], [0.001, 0.000, 0.000], [-0.003, 0.001, -0.003], [0.009, 0.004, -0.013], [0.017, 0.004, 0.009], [0.001, 0.002, 0.001], [-0.001, 0.000, 0.003], [-0.003, 0.000, 0.003], [0.002, 0.000, -0.010]]
}

---

Entry 2:
{
  "formula": "C48H50F3NO9P3S3Ti",
  "method": "ωB97M-V/def2-TZVPD",
  "spin_multiplicity": 1,
  "molar_mass_g_mol": 1078.91,
  "total_charge": -1,
  "max_force_ev_per_a": 0.9,
  "orbital_gap_ev": 7.6441,
  "species": ["Ti", "S", "S", "S", "P", "P", "P", "F", "F", "F", "O", "O", "O", "O", "O", "O", "O", "O", "O", "N", "C", "C", "C", "C", "C", "C", "C", "C", "C", "C", "C", "C", "C", "C", "C", "C", "C", "C", "C", "C", "C", "C", "C", "C", "C", "C", "C", "C", "C", "C", "C", "C", "C", "C", "C", "C", "C", "C", "C", "C", "C", "C", "C", "C", "C", "C", "C", "C", "H", "H", "H", "H", "H", "H", "H", "H", "H", "H", "H", "H", "H", "H", "H", "H", "H", "H", "H", "H", "H", "H", "H", "H", "H", "H", "H", "H", "H", "H", "H", "H", "H", "H", "H", "H", "H", "H", "H", "H", "H", "H", "H", "H", "H", "H", "H", "H", "H", "H"],
  "xyz": [[-1.648056, -0.304892, 1.107530], [-1.415519, -3.280807, 2.088718], [-0.589775, -2.397719, 3.779493], [-0.459871, -1.877234, -1.189707], [-4.379975, 0.788330, 0.575787], [1.538918, 1.169556, -3.130792], [3.453551, 1.004028, 0.547540], [-1.396871, 1.351810, 1.714978], [0.783381, -0.584418, 2.436991], [-0.500652, 0.138378, 4.042518], [-1.747145, -2.434715, -1.554308], [-2.259137, -2.104071, 1.595243], [-5.548179, 0.461528, -0.453543], [4.008077, 2.044524, -2.078651], [-4.319651, 2.192749, 0.985527], [-2.272534, -4.360320, 2.477177], [-0.356956, -3.567253, 1.158055], [-4.634470, -0.181463, 1.811845], [-3.071389, 0.191352, -0.064019], [-0.389260, -0.694621, -0.278220], [6.145929, 1.962717, 0.816624], [-2.269766, 1.564773, -5.718804], [2.273414, 4.814417, 1.579815], [3.913906, 0.538741, 2.258181], [4.854571, 3.537429, -5.302990], [6.250017, 2.898037, -1.819623], [2.781929, 2.170278, -4.050464], [2.473365, -0.966036, -4.794248], [-1.605221, 2.690077, -5.246461], [5.126915, 2.253064, -1.319685], [-1.765355, 0.305985, -5.436935], [-5.458236, -2.328854, 0.915858], [7.293574, 2.584166, 0.340589], [3.689809, 0.638964, 4.659851], [-0.481980, -0.740204, 2.998450], [3.697556, 3.253694, -6.003268], [1.130249, 2.556802, 0.435318], [0.357862, 3.692736, 0.665614], [4.571265, -0.420659, 4.800890], [-5.217673, -1.847015, 3.359211], [6.584108, 4.939477, -3.214881], [5.038640, 1.784304, 0.000756], [7.468182, 2.717175, -3.985058], [-0.440226, 2.552373, -4.511372], [2.611890, -1.266923, -2.415931], [0.925978, 4.817765, 1.234238], [2.238167, -0.486119, -3.505256], [0.099379, 1.289525, -4.252802], [3.052773, -2.207911, -4.987699], [3.365644, 1.119627, 3.397374], [-4.735304, 2.026898, -2.162759], [3.961442, 2.483583, -3.371016], [2.671503, 2.558521, -5.377596], [-5.592216, -1.272852, 2.001297], [7.335218, 3.048509, -0.957044], [-6.994345, -0.679903, 2.047672], [5.018616, 3.149190, -3.974681], [4.778701, -0.546179, 2.411775], [6.320528, 3.424771, -3.243591], [-5.502964, 0.742320, -1.882229], [5.117391, -1.014750, 3.670039], [-6.963815, 0.896111, -2.273055], [3.036764, 3.680676, 1.365721], [2.473946, 2.532605, 0.799461], [-4.874221, -0.450302, -2.585536], [3.417716, -2.984099, -3.891486], [3.200960, -2.512034, -2.608092], [-0.589899, 0.170067, -4.710309], [5.185269, -1.034729, 1.531997], [-7.525750, 0.007017, -1.983261], [7.513121, 5.160467, -2.687456], [4.817521, -0.796919, 5.785979], [-7.304527, -0.309031, 1.072248], [-3.664595, 1.895362, -2.004793], [0.320194, 5.697569, 1.413327], [-2.285783, -0.580237, -5.775874], [-7.402040, 1.762347, -1.775892], [-7.697908, -1.450429, 2.369680], [7.303381, 1.639307, -4.005995], [-0.218281, -0.823183, -4.491239], [2.201606, -0.361479, -5.652081], [-5.911729, -2.646812, 3.624275], [5.790256, -1.857613, 3.768319], [2.725317, 5.692186, 2.025890], [6.670614, 5.337812, -4.226986], [-5.083328, 2.831625, -1.516261], [-4.477505, -2.797474, 0.943666], [3.868717, -3.956943, -4.043221], [5.659646, 4.064614, -5.800844], [3.477585, -3.110543, -1.749476], [-7.050820, 1.027214, -3.353093], [3.235564, 1.090300, 5.532959], [-3.183741, 1.671016, -6.289428], [-6.215788, -3.097007, 1.089754], [8.230072, 3.542952, -1.315907], [1.767388, 2.325538, -5.926306], [-5.476225, -1.347782, -2.430775], [3.596082, 3.560514, -7.036256], [-7.027522, 0.141843, 2.764225], [0.656621, 1.704042, -0.040311], [0.056753, 3.437448, -4.128829], [-5.624950, -1.906533, -0.072894], [3.223274, -2.573363, -5.992946], [5.770200, 5.459890, -2.708911], [-4.821029, -0.253135, -3.658188], [7.542702, 3.072907, -5.013872], [-4.209732, -2.257563, 3.338941], [4.083612, 3.680760, 1.647840], [-3.868182, -0.639686, -2.215451], [8.421985, 2.909448, -3.491264], [-4.893538, 2.309844, -3.205207], [2.655005, 1.929618, 3.303049], [8.149271, 2.713390, 0.990945], [-5.270071, -1.068637, 4.121489], [-0.693774, 3.677470, 0.410210], [6.112943, 1.610612, 1.840250], [-2.004321, 3.678537, -5.437784], [2.440331, -0.895223, -1.411362]],
  "forces_ev_per_angstrom": [[0.567, 0.175, 0.233], [-0.245, 0.351, -0.028], [-0.046, -0.051, 0.026], [0.141, 0.066, -0.275], [0.027, -0.009, -0.156], [-0.050, 0.086, 0.124], [-0.039, 0.048, -0.136], [0.046, -0.132, -0.149], [0.090, 0.006, 0.129], [-0.114, 0.076, -0.009], [-0.040, 0.020, 0.047], [-0.015, -0.154, -0.580], [-0.035, -0.146, 0.050], [0.004, -0.005, 0.045], [0.008, 0.028, -0.079], [0.088, -0.008, 0.212], [-0.007, -0.039, -0.051], [-0.232, -0.006, -0.103], [-0.407, 0.053, 0.749], [0.010, -0.249, 0.143], [-0.013, -0.065, 0.021], [-0.032, 0.002, 0.000], [0.002, 0.000, 0.017], [-0.104, -0.021, 0.057], [0.031, -0.003, -0.009], [-0.095, -0.079, 0.087], [-0.056, -0.045, -0.222], [-0.003, 0.049, -0.020], [-0.017, 0.022, 0.011], [0.039, 0.021, 0.065], [-0.021, 0.023, -0.009], [-0.058, -0.051, -0.025], [0.039, 0.007, 0.047], [0.005, 0.003, -0.005], [0.035, -0.064, -0.256], [0.015, 0.002, 0.016], [-0.101, 0.010, -0.044], [0.005, -0.075, -0.054], [0.001, 0.003, 0.020], [-0.029, -0.015, 0.008], [0.005, 0.012, -0.002], [0.105, 0.093, -0.028], [0.034, 0.020, -0.001], [-0.001, -0.007, 0.013], [-0.025, -0.030, 0.010], [0.005, 0.037, 0.001], [0.055, -0.027, 0.081], [-0.051, -0.067, 0.009], [0.001, -0.010, -0.001], [-0.038, -0.043, -0.024], [0.009, 0.023, -0.079], [0.085, -0.019, 0.034], [-0.078, 0.061, 0.026], [0.090, 0.109, 0.097], [0.030, 0.039, -0.068], [-0.029, -0.014, 0.016], [-0.034, -0.017, -0.003], [-0.004, -0.044, 0.006], [0.036, -0.010, -0.006], [0.006, 0.027, 0.061], [0.002, -0.005, -0.010], [-0.035, 0.015, -0.014], [0.026, -0.021, -0.018], [-0.056, 0.134, -0.021], [0.005, -0.025, -0.051], [-0.003, 0.002, 0.002], [0.004, 0.011, -0.004], [0.010, -0.049, 0.033], [0.000, 0.007, -0.003], [0.009, -0.006, -0.002], [-0.004, 0.001, -0.006], [0.002, -0.001, -0.003], [0.032, 0.008, -0.013], [0.006, -0.011, 0.032], [0.006, 0.003, 0.006], [-0.021, -0.014, -0.010], [0.009, 0.001, 0.006], [-0.012, 0.006, -0.014], [-0.008, 0.002, 0.003], [0.026, 0.001, -0.009], [-0.006, 0.013, -0.004], [0.008, -0.005, -0.006], [0.002, 0.002, 0.001], [-0.001, 0.003, -0.005], [-0.009, -0.003, -0.004], [-0.011, -0.002, 0.001], [0.035, 0.019, 0.004], [0.002, 0.001, -0.004], [-0.004, 0.003, -0.001], [0.000, -0.006, 0.002], [-0.001, 0.004, 0.001], [0.006, -0.004, 0.003], [-0.008, 0.004, 0.004], [0.029, -0.021, 0.006], [0.002, -0.004, 0.005], [0.027, -0.006, -0.003], [0.003, 0.006, 0.012], [0.003, -0.001, -0.001], [0.007, -0.002, 0.001], [0.224, -0.056, 0.133], [0.009, -0.010, -0.001], [-0.012, 0.017, 0.024], [0.002, 0.000, 0.001], [0.000, -0.004, 0.007], [0.005, 0.001, -0.027], [0.001, 0.002, 0.004], [0.018, 0.006, -0.017], [0.002, 0.001, -0.002], [0.015, 0.004, 0.017], [0.001, -0.006, -0.003], [0.029, -0.001, -0.024], [0.008, 0.004, 0.004], [-0.003, -0.001, 0.006], [0.001, 0.001, -0.003], [0.000, -0.012, 0.010], [0.010, 0.044, -0.036], [0.000, -0.005, -0.009], [0.017, -0.013, -0.037]]
}

---

Entry 3:
{
  "formula": "Cl2H2NO3P",
  "method": "ωB97M-V/def2-TZVPD",
  "spin_multiplicity": 1,
  "molar_mass_g_mol": 165.90,
  "max_force_ev_per_a": 4.5,
  "orbital_gap_ev": 8.4597,
  "species": ["Cl", "Cl", "P", "O", "O", "O", "N", "H", "H"],
  "xyz": [[1.837190, 1.262958, 0.260296], [1.476968, 0.017008, -1.292292], [-0.289735, -1.119992, 0.335644], [0.992931, 2.479973, 0.233274], [0.404594, -0.778492, 1.524844], [-0.259259, -2.405735, -0.358201], [-1.471164, -0.124366, 0.005576], [-1.106557, 0.790164, 0.275120], [-1.584968, -0.121520, -0.984265]],
  "forces_ev_per_angstrom": [[1.359, 0.384, 0.709], [0.096, -0.334, -0.903], [-0.001, -4.409, -0.607], [-0.691, 0.591, -0.136], [1.560, 0.948, 2.602], [-0.285, 0.529, -0.391], [-0.418, 1.935, -0.551], [-0.732, 0.300, 0.209], [-0.888, 0.055, -0.932]]
}